A cluster of 3 separate species, C4H12O2 in total, computed with ωB97M-V with the def2-TZVPD basis set.

Output
Orbital gap: 0.3642 Ha
F_max: 0.0346 hartree/bohr
HOMO: -9.2 eV
LUMO energy: 0.757 eV
Relative energy (zero: lowest compared OMol25 entry of this formula, charge and spin): 82.5 kJ/mol

Element x y z (Å)
C (1.00, 1.90, 0.30)
C (0.73, 0.77, 1.24)
C (0.16, -0.34, 0.80)
C (-0.01, -1.55, 1.66)
H (1.34, 1.61, -0.69)
H (0.03, 2.33, -0.02)
H (1.66, 2.73, 0.62)
H (1.00, 0.90, 2.28)
H (-0.14, -0.51, -0.22)
H (0.77, -2.29, 1.43)
H (0.07, -1.32, 2.73)
H (-0.94, -2.08, 1.45)
O (0.05, -0.96, -2.64)
H (0.93, -0.95, -2.28)
H (-0.41, -0.30, -2.06)
O (-1.92, 0.38, -1.55)
H (-2.15, -0.23, -2.27)
H (-2.18, -0.10, -0.77)

Atomic partial charges in e from the Löwdin method, atoms 1 to 4: atom 1 (C): -0.114, atom 2 (C): -0.158, atom 3 (C): -0.195, atom 4 (C): -0.109